C26H29N5Ti | the ωB97M-V functional and the def2-TZVPD basis

The HOMO energy (spin up / spin down) is -13.0 / -14.3 eV. Its LUMO energy (spin up / spin down) is -6.47 / -6.71 eV. Its charge is +2. As for the expectation value of S²: 2.026. Its spin multiplicity is 3.

XYZ file:
```
61
C26H29N5Ti | the Open Molecules 2025 dataset | the ωB97M-V functional and the def2-TZVPD basis
Ti 0.710 0.036 -0.013
N -2.149 -2.937 1.558
C -1.041 -2.408 1.088
N -0.773 -1.122 1.040
C -1.733 -0.214 1.565
N -1.459 1.036 1.707
N -0.106 1.228 1.316
C 0.647 2.053 1.987
C 2.076 1.777 1.832
C 3.075 2.501 2.470
C 4.376 2.047 2.418
C 4.665 0.874 1.723
C 3.642 0.222 1.083
N 2.359 0.646 1.124
C -3.019 -0.762 2.014
C -4.053 0.060 2.468
C -5.236 -0.499 2.904
C -5.401 -1.889 2.905
C -4.388 -2.717 2.465
C -3.211 -2.131 2.021
H -2.234 -3.942 1.573
H -0.304 -3.109 0.714
H 0.248 2.748 2.717
H 2.819 3.401 3.016
H 5.161 2.596 2.922
H 5.668 0.474 1.672
H 3.828 -0.677 0.511
H -3.905 1.132 2.473
H -6.037 0.138 3.254
H -6.328 -2.323 3.255
H -4.502 -3.795 2.463
C 0.315 3.050 -1.543
C 0.443 1.563 -1.750
C -0.727 0.754 -1.818
C -2.080 1.423 -1.798
C -0.610 -0.643 -1.970
C -1.859 -1.480 -2.013
C 0.671 -1.233 -2.051
C 0.852 -2.716 -2.270
C 1.835 -0.409 -2.082
C 3.181 -1.056 -2.281
C 1.707 0.990 -1.989
C 2.907 1.895 -2.121
H 0.228 3.566 -2.503
H 1.183 3.459 -1.031
H -0.564 3.295 -0.953
H -2.451 1.584 -0.784
H -2.814 0.831 -2.339
H -2.030 2.393 -2.286
H -2.244 -1.531 -3.034
H -2.645 -1.056 -1.392
H -1.688 -2.500 -1.682
H 1.310 -3.224 -1.419
H 1.522 -2.888 -3.112
H -0.080 -3.219 -2.502
H 3.335 -1.284 -3.339
H 3.262 -2.000 -1.744
H 3.995 -0.417 -1.956
H 3.346 2.149 -1.153
H 2.624 2.826 -2.604
H 3.682 1.436 -2.727
```

Atom charges from the natural (NBO) analysis, given in e for atoms 1 to 8:
1 Ti 1.450
2 N -0.510
3 C 0.374
4 N -0.666
5 C 0.417
6 N -0.299
7 N -0.404
8 C 0.070

C26H29NOP2V | the ωB97M-V functional and the def2-TZVPD basis

The HOMO energy (spin up / spin down) is -14.1 / -13.7 eV. The value obtained for the energy relative to the best compared isomer or geometry (same formula, charge and spin) is 38.8 kJ/mol. Its LUMO energy (spin up / spin down) is -8.61 / -9.09 eV. Its charge is +2. As for the expectation value of S²: 1.169. Its spin multiplicity is 2.

XYZ file:
```
60
C26H29NOP2V | the Open Molecules 2025 dataset | the ωB97M-V functional and the def2-TZVPD basis
C -1.670 2.888 -3.635
C -1.281 1.736 -2.928
C 0.103 1.500 -2.692
C 1.062 2.404 -3.226
C 0.643 3.519 -3.961
C -0.723 3.778 -4.156
C 2.514 2.115 -2.910
C 2.775 0.626 -2.960
C 1.749 -0.198 -2.440
C 1.926 -1.608 -2.404
C 3.150 -2.154 -2.828
C 4.172 -1.335 -3.330
C 3.971 0.052 -3.409
H -2.739 3.066 -3.803
H 1.397 4.204 -4.367
H -1.045 4.661 -4.718
H 3.191 2.670 -3.581
H 3.288 -3.241 -2.794
H 5.114 -1.777 -3.667
H 4.762 0.701 -3.803
N 0.546 0.366 -1.983
V 0.000 0.000 0.000
C -2.310 0.755 -2.429
H -2.078 -0.268 -2.784
H -3.324 1.033 -2.766
C 0.779 -2.490 -1.984
H -0.107 -2.278 -2.614
H 1.036 -3.559 -2.087
P -2.218 0.661 -0.574
P 0.185 -2.176 -0.250
C 1.391 -3.049 0.831
H 1.049 -2.993 1.877
H 1.500 -4.105 0.529
H 2.358 -2.528 0.747
C -1.320 -3.239 -0.124
H -1.057 -4.307 -0.220
H -1.809 -3.066 0.849
H -2.021 -2.965 -0.928
C -2.715 2.368 -0.061
H -3.600 2.719 -0.620
H -2.934 2.374 1.020
H -1.870 3.050 -0.257
C -3.696 -0.334 -0.080
H -3.671 -0.495 1.010
H -4.633 0.181 -0.356
H -3.661 -1.316 -0.577
C -0.341 -0.156 1.821
O -0.561 -0.256 2.970
H 2.724 2.467 -1.875
C 3.512 3.415 0.572
C 3.803 2.048 0.572
C 2.780 1.118 0.364
C 1.463 1.544 0.138
C 1.174 2.915 0.161
C 2.198 3.848 0.370
H 4.302 4.137 0.737
H 4.817 1.709 0.740
H 3.001 0.059 0.383
H 0.176 3.267 0.030
H 1.970 4.906 0.382
```

Atom charges from the natural (NBO) analysis, given in e for atoms 1 to 8:
1 C -0.201
2 C -0.033
3 C 0.145
4 C 0.031
5 C -0.201
6 C -0.126
7 C -0.483
8 C 0.062

C26H30As2AuN2OS2 | the ωB97M-V functional and the def2-TZVPD basis

The HOMO energy (spin up / spin down) is -10.9 / -10.9 eV. The value obtained for the energy relative to the best compared isomer or geometry (same formula, charge and spin) is 128.1 kJ/mol. Its LUMO energy (spin up / spin down) is -5.00 / -5.00 eV. Its charge is +1.

XYZ file:
```
64
C26H30As2AuN2OS2 | the Open Molecules 2025 dataset | the ωB97M-V functional and the def2-TZVPD basis
Au 0.004 -1.184 1.491
C -4.201 -2.185 0.471
C -2.707 -2.289 0.604
N -2.023 -1.253 1.044
N -2.814 -0.123 1.300
C -2.254 0.745 2.059
S -0.727 0.568 2.879
S -3.176 2.232 2.395
C -3.105 2.976 0.741
C -2.048 4.037 0.549
C -2.286 5.034 -0.393
C -1.339 6.017 -0.641
C -0.144 6.022 0.067
C 0.092 5.039 1.018
C -0.851 4.048 1.254
C -2.059 -3.518 0.187
C -2.696 -4.307 -0.795
C -2.134 -5.470 -1.248
C -0.916 -5.920 -0.704
C -0.269 -5.183 0.247
C -0.819 -3.967 0.720
O -0.210 -3.331 1.680
H -4.619 -1.741 1.370
H -4.468 -1.520 -0.352
H -4.638 -3.164 0.310
H -2.998 2.151 0.035
H -4.092 3.405 0.566
H -3.225 5.046 -0.932
H -1.541 6.788 -1.372
H 0.589 6.797 -0.109
H 1.011 5.050 1.589
H -0.671 3.297 2.015
H -3.627 -3.971 -1.228
H -2.627 -6.037 -2.024
H -0.491 -6.854 -1.046
H 0.664 -5.503 0.690
C 3.431 -1.998 2.504
As 2.339 -0.729 1.570
C 2.721 0.966 2.401
C 3.003 -0.670 -0.241
C 4.217 -1.302 -0.499
C 4.712 -1.347 -1.793
C 3.985 -0.780 -2.826
C 2.776 -0.152 -2.563
C 2.263 -0.083 -1.272
As 0.583 0.881 -0.904
C 0.962 2.516 -1.887
C -0.565 -0.005 -2.211
H 3.029 -2.106 3.511
H 4.452 -1.618 2.551
H 3.401 -2.962 2.000
H 3.772 1.203 2.239
H 2.509 0.899 3.468
H 2.080 1.725 1.952
H 4.789 -1.760 0.298
H 5.659 -1.831 -1.990
H 4.359 -0.828 -3.840
H 2.226 0.290 -3.385
H 1.254 2.283 -2.910
H 1.762 3.054 -1.383
H 0.069 3.141 -1.887
H -0.190 0.123 -3.225
H -1.562 0.428 -2.136
H -0.621 -1.068 -1.977
```

Atom charges from the natural (NBO) analysis, given in e for atoms 1 to 8:
1 Au 1.016
2 C -0.683
3 C 0.413
4 N -0.431
5 N -0.322
6 C -0.082
7 S -0.084
8 S 0.295

C26H30AsI2N2S6SbSi2Tc | the ωB97M-V functional and the def2-TZVPD basis

The HOMO energy (spin up / spin down) is -14.6 / -14.6 eV. Its LUMO energy (spin up / spin down) is -10.77 / -10.75 eV. Its charge is +3.

XYZ file:
```
71
C26H30AsI2N2S6SbSi2Tc | the Open Molecules 2025 dataset | the ωB97M-V functional and the def2-TZVPD basis
Tc 0.045 -1.027 0.986
S 3.920 -5.325 0.410
C 5.365 -6.231 0.434
C 6.478 -5.440 0.396
C 6.170 -4.076 0.339
C 4.811 -3.823 0.329
C 4.152 -2.549 0.307
C 2.741 -2.449 0.309
N 2.086 -1.308 0.389
C 2.791 -0.151 0.380
C 4.203 -0.130 0.316
C 4.863 1.137 0.260
C 4.166 2.296 0.225
C 2.737 2.306 0.286
C 1.976 3.469 0.232
C 0.582 3.383 0.315
C 0.013 2.103 0.440
N 0.711 0.976 0.481
C 2.062 1.064 0.400
C -0.258 4.547 0.279
C 0.123 5.870 0.252
C -0.964 6.759 0.262
C -2.168 6.121 0.287
S -1.999 4.418 0.308
C 4.872 -1.350 0.309
H 5.320 -7.302 0.473
H 7.480 -5.829 0.402
H 6.931 -3.317 0.308
H 2.147 -3.355 0.275
H 5.942 1.143 0.234
H 4.682 3.243 0.166
H 2.476 4.418 0.122
H -1.068 2.009 0.505
H 1.145 6.202 0.234
H -0.860 7.828 0.261
H -3.150 6.552 0.299
H 5.950 -1.362 0.318
S 0.559 -3.009 2.278
Sb -0.837 -2.370 4.109
S -0.530 -0.127 3.030
S -1.901 -2.510 0.805
S -2.896 -2.525 2.622
C -4.578 1.814 -0.423
Si -4.540 0.772 1.170
C -5.733 -0.695 1.208
C -3.756 1.559 2.698
As -2.072 -0.496 0.009
Si -2.161 -0.648 -2.735
C -0.641 -1.791 -2.845
C -3.949 -1.269 -3.001
C -1.887 1.213 -3.094
H -5.102 2.755 -0.276
H -5.077 1.280 -1.228
H -3.553 2.031 -0.732
H -6.761 -0.353 1.322
H -5.528 -1.367 2.039
H -5.682 -1.271 0.283
H -4.436 2.250 3.192
H -2.855 2.115 2.435
H -3.484 0.806 3.436
H -0.874 -2.780 -2.446
H 0.169 -1.364 -2.248
H -0.270 -1.927 -3.858
H -4.148 -2.153 -2.393
H -4.137 -1.539 -4.039
H -4.676 -0.501 -2.734
H -1.027 1.575 -2.531
H -2.754 1.802 -2.800
H -1.706 1.418 -4.147
I -0.151 -5.532 -0.380
I 0.500 -7.978 -1.251
```

Atom charges from the Löwdin analysis, given in e for atoms 1 to 8:
1 Tc 0.554
2 S 1.037
3 C -0.354
4 C -0.140
5 C -0.083
6 C -0.467
7 C -0.158
8 C -0.132

C26H30BaN4O7S9 | the ωB97M-V functional and the def2-TZVPD basis

The HOMO energy is -1.9 eV. The value obtained for the energy relative to the best compared isomer or geometry (same formula, charge and spin) is 11.8 kJ/mol. Its LUMO energy is 3.41 eV. Its charge is -2.

XYZ file:
```
77
C26H30BaN4O7S9 | the Open Molecules 2025 dataset | the ωB97M-V functional and the def2-TZVPD basis
Ba -0.404 2.082 -0.028
C 3.033 0.828 3.448
C 2.084 1.860 4.054
S 1.438 3.105 2.915
C 3.002 3.933 2.526
C 2.835 4.976 1.432
S 2.317 4.321 -0.170
C 3.882 3.575 -0.711
C 3.642 2.414 -1.670
S 2.754 0.989 -1.002
C 3.961 0.438 0.231
C 3.407 -0.690 1.092
S 2.128 -0.188 2.263
H 3.434 0.198 4.246
H 3.877 1.315 2.962
H 2.571 2.361 4.895
H 1.196 1.357 4.445
H 3.739 3.193 2.209
H 3.375 4.409 3.438
H 3.775 5.521 1.310
H 2.052 5.686 1.697
H 4.461 3.247 0.154
H 4.482 4.327 -1.234
H 4.595 2.064 -2.076
H 3.021 2.751 -2.502
H 4.263 1.272 0.868
H 4.854 0.085 -0.295
H 4.220 -1.187 1.626
H 2.919 -1.444 0.469
O 0.769 -5.498 -1.519
C 0.411 -5.081 -0.341
O 0.148 -5.832 0.590
C 0.318 -3.605 -0.141
C -0.032 -3.058 1.073
N -0.061 -1.734 0.910
N 0.240 -1.350 -0.338
C 0.481 -2.482 -1.001
C 0.887 -2.461 -2.463
O 1.137 -3.606 -2.977
O 0.948 -1.384 -3.047
H 0.944 -4.634 -2.188
H -0.261 -3.534 2.010
H -0.341 -1.024 1.585
S 0.341 3.366 -2.903
S -1.352 4.314 -2.188
S -0.886 5.874 -0.925
S -0.677 5.118 1.002
N -5.157 -0.385 -6.451
C -4.510 -0.070 -5.555
C -3.700 0.322 -4.428
C -2.400 -0.148 -4.298
C -1.661 0.264 -3.197
N -2.170 1.059 -2.257
C -3.415 1.507 -2.388
C -4.225 1.173 -3.461
H -1.959 -0.812 -5.027
H -0.642 -0.083 -3.061
H -3.778 2.154 -1.598
H -5.231 1.559 -3.537
C -3.345 -5.189 0.323
C -3.286 -3.752 0.762
C -3.197 -2.721 -0.166
C -3.056 -1.402 0.240
C -3.002 -1.100 1.591
C -3.134 -2.110 2.535
C -3.276 -3.423 2.118
S -2.624 0.554 2.121
O -3.362 0.768 3.341
O -2.984 1.404 0.988
O -1.148 0.565 2.319
H -3.252 -5.269 -0.759
H -4.287 -5.656 0.621
H -2.523 -5.756 0.763
H -3.193 -2.954 -1.225
H -2.952 -0.610 -0.489
H -3.109 -1.859 3.588
H -3.348 -4.216 2.855
```

Atom charges from the Löwdin analysis, given in e for atoms 1 to 8:
1 Ba 1.270
2 C -0.531
3 C -0.552
4 S 0.796
5 C -0.532
6 C -0.564
7 S 0.722
8 C -0.527

C26H30Br2ClMoN3OSe2 | the ωB97M-V functional and the def2-TZVPD basis

The HOMO energy (spin up / spin down) is -13.1 / -13.4 eV. The value obtained for the energy relative to the best compared isomer or geometry (same formula, charge and spin) is 100.9 kJ/mol. Its LUMO energy (spin up / spin down) is -6.87 / -6.70 eV. Its charge is +2. As for the expectation value of S²: 2.039. Its spin multiplicity is 3.

XYZ file:
```
66
C26H30Br2ClMoN3OSe2 | the Open Molecules 2025 dataset | the ωB97M-V functional and the def2-TZVPD basis
Mo -0.501 1.010 -0.517
C -3.050 3.410 -1.323
Se -2.390 2.756 0.387
C -3.986 1.795 0.925
C -4.432 0.813 -0.135
Se -2.978 -0.344 -0.714
C -3.020 -1.546 0.812
H -4.038 3.836 -1.157
H -3.096 2.620 -2.067
H -2.361 4.183 -1.644
H -4.756 2.542 1.120
H -3.735 1.309 1.867
H -4.801 1.300 -1.033
H -5.212 0.147 0.230
H -4.032 -1.934 0.881
H -2.728 -1.026 1.718
H -2.337 -2.364 0.606
Br 0.076 5.994 -1.333
C 1.396 4.675 -1.488
C 2.730 5.035 -1.789
C 3.702 4.087 -1.907
Br 5.461 4.612 -2.305
C 3.390 2.712 -1.732
C 4.292 1.638 -1.836
C 3.833 0.357 -1.666
C 2.490 0.134 -1.368
N 1.605 1.112 -1.231
C 2.057 2.394 -1.427
C 1.065 3.369 -1.306
O -0.160 2.894 -1.022
H 2.977 6.079 -1.928
H 5.335 1.830 -2.050
H 4.500 -0.490 -1.756
H 2.132 -0.875 -1.240
N -0.130 -0.954 -0.505
C 0.126 -2.090 -0.548
N 0.396 -3.342 -0.600
C 0.162 -4.136 -1.845
C 1.503 -4.487 -2.464
C 2.389 -5.218 -1.453
C 2.583 -4.387 -0.183
C 1.247 -4.004 0.434
H -0.483 -3.567 -2.510
H -0.371 -5.035 -1.532
H 1.996 -3.565 -2.791
H 1.331 -5.093 -3.353
H 3.356 -5.443 -1.901
H 1.930 -6.178 -1.194
H 3.150 -3.478 -0.412
H 3.153 -4.941 0.563
H 1.351 -3.332 1.284
H 0.698 -4.889 0.758
Cl -3.353 0.019 5.840
C -2.233 0.355 4.574
C -2.021 1.666 4.169
C -1.127 1.926 3.143
C -0.437 0.896 2.498
C 0.519 1.172 1.385
C -0.650 -0.407 2.949
C -1.535 -0.685 3.978
H -2.536 2.474 4.673
H -0.935 2.955 2.861
H 0.934 2.178 1.420
H 1.330 0.446 1.361
H -0.091 -1.223 2.498
H -1.681 -1.697 4.333
```

Atom charges from the natural (NBO) analysis, given in e for atoms 1 to 8:
1 Mo 1.100
2 C -0.789
3 Se 0.645
4 C -0.608
5 C -0.568
6 Se 0.518
7 C -0.764
8 H 0.249

C26H30BrIrN4O2 | the ωB97M-V functional and the def2-TZVPD basis

The HOMO energy (spin up / spin down) is -15.6 / -15.6 eV. The value obtained for the energy relative to the best compared isomer or geometry (same formula, charge and spin) is 21.5 kJ/mol. Its LUMO energy (spin up / spin down) is -8.87 / -10.85 eV. Its charge is +3. As for the expectation value of S²: 8.770. Its spin multiplicity is 6.

XYZ file:
```
64
C26H30BrIrN4O2 | the Open Molecules 2025 dataset | the ωB97M-V functional and the def2-TZVPD basis
Ir -0.464 -0.292 -0.773
Br 6.372 -2.906 -2.234
C 4.521 -2.685 -1.947
C 3.868 -1.572 -2.469
C 2.514 -1.419 -2.252
C 1.797 -2.386 -1.542
C 2.461 -3.493 -1.018
C 3.821 -3.638 -1.215
N 0.405 -2.200 -1.389
C -0.440 -3.151 -1.548
C -1.859 -2.890 -1.404
C -2.814 -3.863 -1.651
C -4.159 -3.538 -1.528
C -4.507 -2.247 -1.162
C -3.499 -1.320 -0.936
N -2.213 -1.634 -1.057
H 4.417 -0.849 -3.056
H 1.973 -0.581 -2.681
H 1.921 -4.233 -0.438
H 4.345 -4.489 -0.803
H -0.109 -4.147 -1.833
H -2.506 -4.858 -1.946
H -4.924 -4.279 -1.717
H -5.542 -1.953 -1.055
H -3.730 -0.300 -0.655
O -0.991 -1.672 1.799
C -0.530 -0.576 2.119
O -0.124 0.327 1.303
C -0.495 -0.209 3.611
N -0.743 -1.468 4.396
C -1.739 -1.175 5.499
C -1.863 0.345 5.497
C -1.645 0.718 4.029
H 0.469 0.219 3.876
H 0.115 -1.867 4.769
H -1.110 -2.130 3.693
H -1.378 -1.574 6.443
H -2.682 -1.656 5.250
H -1.091 0.799 6.120
H -2.830 0.668 5.874
H -1.386 1.763 3.889
H -2.538 0.497 3.440
C 3.664 3.530 -0.155
N 2.521 3.369 -1.007
C 2.604 3.928 -2.326
C 1.411 2.576 -0.528
C 0.095 2.707 -1.261
C -0.452 3.967 -1.480
C -1.636 4.125 -2.189
C -2.285 3.017 -2.716
C -1.781 1.751 -2.462
C -0.629 1.575 -1.684
H 4.546 3.076 -0.620
H 3.497 3.089 0.823
H 3.904 4.593 -0.039
H 3.619 3.816 -2.711
H 2.406 5.008 -2.304
H 1.889 3.471 -3.003
H 1.261 2.802 0.535
H 1.740 1.524 -0.539
H 0.049 4.842 -1.081
H -2.044 5.116 -2.345
H -3.177 3.136 -3.316
H -2.294 0.895 -2.888
```

Atom charges from the natural (NBO) analysis, given in e for atoms 1 to 8:
1 Ir 1.473
2 Br 0.164
3 C -0.064
4 C -0.211
5 C -0.241
6 C 0.138
7 C -0.227
8 C -0.206

| no. | molecular weight (g mol⁻¹) |
| --- | --- |
| 1 | 459.42 |
| 2 | 484.42 |
| 3 | 797.48 |
| 4 | 1167.60 |
| 5 | 936.48 |
| 6 | 849.67 |
| 7 | 702.67 |